# C74H150F30N13O23S10

A molecular structure, C74H150F30N13O23S10 in a non-equilibrium geometry (ωB97M-V with the def2-TZVPD basis set, the OMol25 dataset).

Orbital gap: 9.670 eV
Charge: +3
Highest occupied orbital energy: -13.9 eV
Spin multiplicity: 1

Geometry as XYZ:
```
300
Properties=species:S:1:pos:R:3:forces:R:3:lowdin_charge:R:1
C 5.90758 -1.87000 2.43228 1.78 -0.50 1.75 -0.064
C 6.23799 -0.97505 1.29763 -0.78 1.69 -0.93 -0.169
N 7.16738 0.18230 1.57754 2.17 0.73 1.95 -0.246
C 7.52803 0.94228 0.34640 -0.63 -2.95 -0.97 0.037
C 6.65579 1.20556 2.58422 -0.45 0.75 -0.86 -0.136
C 7.46053 2.53930 2.86599 -0.41 -2.90 -2.43 0.002
C 8.50217 -0.34780 2.18934 -0.83 1.01 -1.09 -0.066
C 9.30882 -1.29223 1.34136 -0.25 -2.05 0.17 -0.222
O 10.01947 -0.69685 0.30336 -0.44 1.31 0.57 -0.190
C 10.56313 -1.55020 -0.66184 -0.71 0.70 -1.44 -0.086
H 5.14997 -2.57081 2.15426 -0.32 -0.56 -0.49 0.066
H 5.48131 -1.38504 3.33703 0.45 0.07 -0.68 0.072
H 6.83894 -2.41890 2.72343 -0.93 0.07 0.08 0.096
H 5.28767 -0.52665 1.01805 0.05 0.39 -0.60 0.110
H 6.69612 -1.42301 0.40412 -0.41 -0.36 0.47 0.131
H 8.38864 1.55159 0.48248 0.59 0.31 0.22 0.113
H 6.67961 1.49052 0.00424 -0.51 0.37 -0.17 0.067
H 7.72515 0.06782 -0.31414 0.29 1.35 -0.38 0.118
H 6.57615 0.68739 3.51544 -0.65 -0.39 0.52 0.110
H 5.70539 1.54895 2.12124 0.20 -0.52 0.77 0.116
H 6.84686 2.89964 3.62051 -0.52 1.24 1.70 0.062
H 7.35659 3.13187 1.97941 0.19 0.69 -0.28 0.065
H 8.48638 2.34555 3.10766 0.41 0.30 0.53 0.075
H 8.28833 -0.69469 3.17343 -0.37 -0.94 0.50 0.128
H 9.01660 0.55897 2.39325 0.90 0.66 -0.19 0.110
H 8.64342 -2.14196 0.98758 0.53 0.81 -0.01 0.136
H 10.00556 -1.81092 2.01678 0.00 0.13 0.12 0.143
H 11.36109 -2.15614 -0.29449 0.67 -0.46 0.39 0.083
H 10.92696 -0.89174 -1.49830 -0.28 -0.74 0.88 0.118
H 9.75144 -2.18407 -1.04178 0.24 -0.18 -0.19 0.090
C -4.34879 -0.16335 -5.31352 0.24 -0.50 0.26 -0.054
C -5.09450 1.12972 -5.54979 0.45 0.65 1.44 -0.136
N -6.42908 1.34476 -4.79075 -0.07 -1.33 -1.40 -0.237
C -6.18449 1.28856 -3.33263 0.69 -0.38 1.03 0.011
C -7.03183 2.68101 -5.18450 2.75 0.67 -0.27 -0.146
C -7.19051 2.97942 -6.68240 0.83 -0.23 0.39 -0.033
C -7.33725 0.21186 -5.21762 0.83 -1.36 0.00 -0.105
C -8.79712 0.30991 -5.00146 -1.06 0.86 0.78 -0.228
O -9.10063 0.25720 -3.61453 -0.47 -0.13 -0.88 -0.182
C -10.47499 -0.05631 -3.49283 -0.59 -1.16 2.10 -0.103
H -3.95485 -0.29673 -4.30041 -0.21 0.21 -0.09 0.075
H -3.46114 -0.23160 -5.96997 -0.55 0.25 0.10 0.103
H -4.97885 -1.01096 -5.53652 0.04 -0.42 -0.17 0.065
H -5.26725 1.25079 -6.60333 -0.26 0.27 -0.23 0.114
H -4.49433 1.92955 -5.11837 0.16 0.33 -0.53 0.137
H -7.09760 1.28525 -2.75793 -0.49 0.08 -0.26 0.098
H -5.58467 2.12782 -2.98850 0.08 0.21 -0.28 0.082
H -5.62920 0.37584 -3.04907 -0.33 0.34 -0.50 0.116
H -6.35633 3.42550 -4.68374 -0.46 -0.53 -0.68 0.143
H -7.92015 2.75011 -4.65822 -1.93 0.07 0.91 0.093
H -6.23160 2.94474 -7.23871 -0.60 0.00 0.39 0.087
H -7.52973 4.00658 -6.73220 -0.21 0.17 -0.11 0.091
H -7.91557 2.34291 -7.18038 -0.08 -0.07 0.00 0.081
H -6.91354 -0.76018 -4.81392 -0.65 1.32 -0.07 0.164
H -7.29019 0.07845 -6.28135 0.70 0.33 -0.77 0.132
H -9.25716 -0.48542 -5.62299 0.13 -0.09 0.67 0.149
H -9.28998 1.23484 -5.37014 0.62 -0.24 -0.26 0.138
H -11.18817 0.54154 -4.04462 0.27 0.37 -0.70 0.090
H -10.78496 0.08849 -2.43374 0.48 -0.13 -0.57 0.103
H -10.60912 -1.13418 -3.71153 -0.16 0.51 -0.13 0.104
C 2.02345 5.01735 7.69085 1.44 -0.09 -0.93 -0.053
C 1.05701 3.87294 7.45225 -1.30 1.47 0.37 -0.115
N -0.43327 4.12652 7.94301 0.75 -0.84 0.56 -0.235
C -1.27732 3.00443 7.44118 1.06 -0.27 -1.26 -0.010
C -0.45373 4.17572 9.45383 0.06 -1.73 -0.19 -0.153
C -0.20198 2.81736 10.14573 -1.39 0.41 -0.24 -0.036
C -1.00445 5.40974 7.50838 -0.34 0.91 0.88 -0.142
C -1.23131 5.59778 6.08059 -1.14 -0.85 -2.92 -0.238
O -0.00035 5.55473 5.37948 -0.77 0.81 0.08 -0.211
C -0.22271 5.83639 3.99498 -0.20 -2.27 0.00 -0.059
H 1.85211 5.95715 7.13684 -0.08 -0.70 0.09 0.088
H 2.94673 4.53687 7.29903 -0.31 0.54 -0.41 0.102
H 2.43839 5.27105 8.66306 -0.99 -0.21 0.67 0.084
H 1.37652 3.02878 8.01883 0.08 -0.83 0.01 0.101
H 0.95618 3.67581 6.37673 0.13 -0.03 0.65 0.105
H -2.30594 3.26339 7.47495 -0.96 0.34 0.33 0.105
H -1.08165 2.05834 7.93256 0.16 0.30 0.14 0.079
H -1.00306 2.86202 6.38242 -0.22 0.09 0.58 0.089
H -1.40734 4.49280 9.81440 -1.06 0.18 -0.33 0.121
H 0.16762 4.98276 9.75919 1.15 0.33 0.14 0.119
H -1.09717 2.14635 10.04634 0.77 0.71 0.06 0.099
H -0.17787 3.12783 11.18288 0.45 -0.50 0.41 0.087
H 0.65094 2.23568 9.82776 0.42 0.19 0.13 0.077
H -0.31953 6.21601 7.83556 -0.62 -0.40 0.29 0.157
H -2.01737 5.43725 7.96087 0.75 0.44 0.18 0.157
H -1.77280 6.57223 5.90489 0.57 -0.74 0.30 0.155
H -1.94164 4.78156 5.62963 1.01 1.26 0.76 0.148
H 0.77975 5.84445 3.54932 -0.55 0.45 -0.16 0.099
H -0.87224 6.69330 3.83532 0.43 0.45 -0.01 0.090
H -0.79562 4.94231 3.59656 0.58 0.86 -0.02 0.102
C 3.02002 -1.91880 -3.40941 1.65 0.37 0.72 -0.088
C 2.09725 -3.09039 -3.42513 0.47 -1.43 0.28 -0.230
C 2.46683 -4.09841 -2.32622 0.82 0.01 -1.54 -0.106
N 1.68294 -5.38075 -2.20987 0.05 -0.08 -1.34 -0.279
C 0.22290 -5.09542 -2.13022 -0.69 -0.09 1.11 0.037
C 2.18095 -6.07570 -1.01471 -1.77 -1.69 0.94 -0.109
C 1.62551 -7.54909 -1.14529 -0.15 0.27 -0.61 -0.099
C 1.36198 -7.70595 -2.67740 -0.48 0.36 -0.69 -0.137
C 1.94381 -6.43590 -3.28806 0.16 0.84 -0.62 -0.082
H 3.17327 -1.49716 -2.38969 -0.05 -0.11 -0.56 0.076
H 2.64450 -1.14931 -4.05407 -0.20 0.50 -0.20 0.055
H 4.02591 -2.18198 -3.82548 -0.69 0.13 0.50 0.107
H 2.21820 -3.51900 -4.40965 -0.47 -0.46 -0.30 0.105
H 1.08941 -2.80061 -3.27432 -1.08 0.35 -0.16 0.062
H 2.36838 -3.62407 -1.37950 -0.13 0.40 1.00 0.109
H 3.52936 -4.36741 -2.45910 -0.39 -0.16 0.14 0.145
H 0.14460 -4.22718 -1.44569 -0.39 -0.32 -0.62 0.098
H -0.29547 -5.94521 -1.60259 0.51 0.88 -0.77 0.115
H -0.19274 -4.92825 -3.14298 0.26 0.11 0.69 0.107
H 1.67688 -5.63998 -0.15616 0.55 0.40 0.24 0.105
H 3.24420 -5.97890 -1.00886 0.64 -0.08 0.21 0.126
H 0.67455 -7.58102 -0.57141 0.71 -0.34 -0.36 0.098
H 2.29739 -8.34788 -0.80977 -0.07 0.52 0.22 0.117
H 0.29120 -7.59899 -2.93418 0.32 -0.59 0.46 0.116
H 1.71582 -8.61660 -3.22053 -0.06 0.71 0.84 0.138
H 1.42459 -6.16330 -4.24010 0.71 0.07 0.72 0.139
H 3.04005 -6.39673 -3.36879 -0.32 -0.40 -0.37 0.142
C 1.54904 4.53147 -6.36384 -0.85 -0.51 0.56 -0.077
C 2.12046 3.33028 -7.06560 0.43 -1.39 0.20 -0.235
C 2.85466 3.77724 -8.29294 0.47 0.86 -0.93 -0.146
N 3.66062 2.80860 -9.05008 -0.63 -2.85 0.62 -0.285
C 4.50825 3.42912 -10.06802 0.42 -0.13 0.09 0.036
C 2.74932 1.73475 -9.66127 -1.01 0.03 -0.68 -0.070
C 3.64609 0.51509 -9.96489 -0.64 0.10 1.43 -0.112
C 4.80136 0.69801 -8.96767 0.42 -0.82 0.78 -0.137
C 4.44465 1.90645 -8.11005 1.68 0.82 -2.11 -0.081
H 0.76681 5.01918 -6.96026 0.34 0.11 0.32 0.097
H 2.29193 5.19091 -5.98553 0.91 0.99 -0.47 0.070
H 1.16504 4.21547 -5.40250 -0.78 -0.35 0.04 0.071
H 1.31338 2.65194 -7.40256 0.26 0.24 0.59 0.109
H 2.81375 2.75598 -6.37095 -1.09 0.89 -0.67 0.108
H 3.56998 4.54148 -8.05981 0.20 0.74 0.38 0.136
H 2.22137 4.14132 -9.09041 -0.68 0.65 0.23 0.147
H 5.06968 4.26859 -9.66116 0.37 -0.42 0.24 0.124
H 3.89483 3.85079 -10.81592 -0.93 0.41 -0.89 0.101
H 5.09392 2.64022 -10.53847 0.31 0.36 0.17 0.115
H 2.19271 2.11117 -10.54995 0.61 0.07 0.60 0.153
H 1.97607 1.53883 -8.87657 0.87 -0.13 -0.73 0.120
H 4.02201 0.46782 -10.97109 -0.13 0.11 -0.45 0.113
H 3.09919 -0.40857 -9.73284 0.01 0.29 -0.32 0.115
H 5.72862 0.79238 -9.50962 0.42 0.31 0.00 0.107
H 4.95166 -0.16935 -8.29676 -0.22 0.35 -0.40 0.134
H 5.28268 2.50124 -7.74013 -0.05 -0.28 0.23 0.149
H 3.77253 1.63483 -7.36413 -0.74 -0.47 1.27 0.075
C 2.59234 -1.70371 1.33759 -0.43 -1.33 -1.27 -0.088
C 1.22621 -1.30221 0.82834 -0.72 0.35 -0.35 -0.212
C 1.38144 0.01928 0.05417 0.88 0.12 -0.14 -0.147
N 0.17235 0.44247 -0.71378 -1.72 -1.01 0.29 -0.233
C -0.93291 0.83910 0.32665 -0.81 -1.57 -1.05 0.066
C -0.26817 -0.70391 -1.67107 0.45 2.30 -1.76 -0.037
C -1.17537 0.08329 -2.73164 0.76 -2.12 -0.07 -0.115
C -0.64143 1.50618 -2.70949 -1.47 1.29 0.76 -0.138
C 0.46542 1.53923 -1.69372 1.48 -0.94 0.48 -0.106
H 2.51632 -2.68654 1.80319 0.08 -0.02 0.10 0.073
H 3.06901 -1.03720 2.01375 0.32 0.77 0.46 0.051
H 3.15280 -1.82731 0.39485 0.56 0.03 0.57 0.079
H 0.49543 -1.18327 1.63475 0.07 -0.14 -0.03 0.106
H 0.85701 -2.12807 0.15437 0.27 0.90 0.66 0.099
H 2.25345 -0.09757 -0.65024 -1.01 0.26 0.36 0.127
H 1.64386 0.88783 0.69193 -0.02 -0.65 -0.12 0.125
H -1.25315 -0.13590 0.74998 0.24 0.70 -0.11 0.068
H -1.90206 1.26584 -0.12335 1.94 -0.18 0.32 0.116
H -0.44739 1.41367 1.11229 -0.18 0.38 -0.30 0.094
H -0.73140 -1.55261 -1.17528 0.14 0.15 0.01 0.100
H 0.69635 -0.86729 -2.20552 -0.66 -0.72 0.57 0.120
H -2.17962 -0.04350 -2.34156 -0.38 0.45 -0.24 0.091
H -1.11993 -0.37652 -3.77753 -0.01 0.34 1.69 0.109
H -1.45769 2.18086 -2.34918 0.64 -0.42 -0.50 0.091
H -0.32188 1.86192 -3.67992 0.24 0.02 -0.12 0.114
H 0.66333 2.40002 -1.09245 -0.32 1.04 0.04 0.128
H 1.45376 1.26586 -2.09400 -0.37 0.09 -0.27 0.113
C -5.43997 4.57936 4.15369 1.48 0.84 1.78 -0.096
C -5.41659 3.43958 3.23598 0.73 -0.64 -2.20 -0.278
C -6.21923 2.24691 3.72277 0.65 0.76 -0.95 -0.089
N -6.12758 1.00722 2.85096 -0.39 0.30 -0.22 -0.267
C -6.38422 1.36778 1.39196 1.54 0.44 0.59 0.046
C -7.19530 0.08664 3.35713 0.25 -0.97 0.35 -0.098
C -6.61563 -0.70984 4.53563 0.85 1.10 0.66 -0.118
C -5.10744 -0.56651 4.36369 2.27 0.95 -0.42 -0.135
C -4.84721 0.25014 3.05807 -0.68 -1.22 -0.65 -0.071
H -6.40290 4.93887 4.43862 -0.84 0.42 -0.20 0.079
H -4.80422 5.38910 3.74238 -0.61 -0.27 0.28 0.102
H -4.97712 4.26330 5.11094 -0.02 0.28 -0.21 0.079
H -4.35836 3.25049 3.01285 -0.04 -0.62 0.30 0.114
H -5.76334 3.78955 2.25739 -0.36 -0.24 0.36 0.067
H -7.25547 2.56947 3.66230 -0.17 -0.21 0.42 0.145
H -5.89345 1.99721 4.72421 -0.28 -0.34 0.27 0.140
H -7.33600 1.85064 1.36753 -0.78 0.18 -0.18 0.093
H -6.37567 0.41315 0.83056 0.21 0.80 0.11 0.120
H -5.63746 2.17803 1.08473 -0.85 -1.73 0.12 0.096
H -7.46844 -0.61276 2.56892 -0.08 0.25 -0.15 0.142
H -8.00862 0.69550 3.67010 -0.91 0.25 -0.15 0.121
H -6.88034 -1.74660 4.48503 -0.38 -0.43 -0.03 0.112
H -6.87058 -0.31910 5.54070 -0.33 -0.16 -0.72 0.128
H -4.57780 -1.50113 4.30619 -0.04 -0.61 -0.40 0.106
H -4.50275 -0.06975 5.14969 -1.04 0.02 0.10 0.115
H -4.69524 -0.40483 2.16365 -0.31 0.37 0.73 0.129
H -4.03973 0.95627 3.03331 0.47 0.29 0.42 0.117
C 4.42981 -4.33373 5.24917 0.98 -0.86 -0.28 -0.068
C 3.05355 -4.94410 4.94454 0.89 1.04 1.05 -0.217
C 2.44682 -5.66685 6.10252 -1.47 0.53 -0.25 -0.108
N 1.01688 -6.15397 5.78794 2.05 -2.13 0.08 -0.264
C 1.09984 -7.10798 4.62146 0.92 0.24 0.48 0.030
C 0.03873 -5.07524 5.60415 1.04 1.29 -1.23 -0.132
C -1.28399 -5.69807 5.84398 -0.86 0.06 0.62 -0.137
C -1.02055 -6.75834 6.95029 -0.31 0.35 -0.35 -0.109
C 0.51287 -6.93273 7.00626 0.30 0.82 0.84 -0.067
H 5.05720 -4.55083 4.36464 -0.17 0.76 0.32 0.084
H 5.04532 -4.70509 6.07000 -0.51 -0.82 0.24 0.084
H 4.37887 -3.30417 5.50225 -0.17 1.11 -0.40 0.040
H 3.24954 -5.69811 4.24793 -0.03 -0.88 -1.60 0.082
H 2.47107 -4.12742 4.52522 -0.44 -0.24 -0.04 0.120
H 2.30784 -5.06400 6.98953 0.29 0.19 0.25 0.134
H 3.05202 -6.53732 6.29335 0.02 -0.38 0.43 0.140
H 1.34516 -6.61787 3.68842 0.18 0.34 0.08 0.102
H 0.18293 -7.58170 4.49099 -1.80 -0.62 -0.10 0.075
H 1.80254 -7.91664 4.84988 0.16 0.46 0.03 0.123
H 0.19065 -4.60550 4.60773 -0.30 -0.38 0.62 0.131
H 0.34046 -4.33250 6.33441 -0.38 0.31 0.28 0.142
H -1.68825 -6.14221 4.94260 0.00 -0.02 0.01 0.092
H -1.99632 -4.93228 6.17956 0.16 -0.28 -0.16 0.138
H -1.63632 -7.63251 6.74901 0.51 -0.35 0.00 0.119
H -1.39622 -6.36037 7.87705 0.11 0.04 0.52 0.110
H 0.91805 -7.96005 7.00884 -0.30 0.53 -0.19 0.141
H 0.98102 -6.38016 7.89026 -0.87 -0.85 -1.04 0.153
C -3.32740 5.10427 -1.93881 1.21 0.90 0.23 -0.757
F -3.42442 6.34170 -1.56198 -0.60 1.29 0.92 0.185
F -3.95653 4.99161 -3.07755 -0.53 -0.65 -1.24 0.167
F -2.02095 4.90294 -2.09302 0.91 -0.66 -0.62 0.135
S -3.85078 3.84782 -0.77475 -1.16 -3.05 -1.44 0.549
O -3.45763 2.61839 -1.45898 0.60 0.69 0.40 -0.331
O -3.31604 4.11578 0.49854 1.00 0.70 1.54 -0.249
N -5.39406 3.76305 -0.83596 -1.42 -0.15 0.11 -0.302
S -6.40193 4.85332 -0.31978 0.56 0.18 1.49 0.598
O -7.21593 4.41406 0.79168 0.40 0.03 -0.46 -0.286
O -5.78308 6.14882 -0.29152 -0.53 -0.02 0.26 -0.248
C -7.53682 4.89823 -1.69781 -0.98 -1.92 0.39 -0.704
F -6.81042 5.30260 -2.70976 -0.52 0.47 -1.33 0.152
F -8.15059 3.69802 -1.99924 1.27 0.29 -0.12 0.091
F -8.54881 5.64622 -1.37151 -0.41 1.67 -0.31 0.186
C -0.64311 0.49915 4.64924 -3.18 -1.07 -0.28 -0.693
F -0.04155 1.34013 3.90632 1.55 2.46 -0.73 0.189
F -1.78719 1.05690 5.19404 0.90 0.19 -0.09 0.074
F -1.13514 -0.40314 3.78680 0.22 -0.88 0.22 0.121
S 0.29144 -0.24299 5.98970 0.55 0.81 3.27 0.561
O 0.48931 0.76313 7.04912 -0.67 -1.02 -1.84 -0.306
O -0.54884 -1.35454 6.26720 -0.48 -0.61 0.30 -0.262
N 1.61417 -0.70595 5.36475 0.83 -0.15 -0.82 -0.282
S 3.03302 -0.03578 5.57821 -0.65 -0.58 1.25 0.583
O 3.35540 0.47660 6.87011 -0.24 -0.20 0.24 -0.251
O 3.96434 -0.91290 4.93699 0.29 0.10 -0.33 -0.289
C 3.03149 1.45305 4.57321 0.08 0.73 -0.84 -0.717
F 2.75209 1.09194 3.33310 -0.32 -0.03 -1.07 0.129
F 2.30890 2.54917 4.84649 -0.61 -0.73 0.56 0.143
F 4.27615 1.84792 4.63625 1.78 0.63 -0.21 0.147
C 0.77687 -0.55141 -6.61123 -0.94 1.27 1.82 -0.679
F 0.72460 -0.80902 -5.29961 0.27 -0.67 0.56 0.091
F -0.32509 0.18972 -6.79688 0.22 0.33 -1.12 0.123
F 1.86312 0.20194 -6.74469 0.48 0.34 -1.00 0.133
S 0.80182 -2.10658 -7.50735 -2.58 -1.04 -0.15 0.578
O 0.78657 -1.90296 -8.90661 0.46 0.85 -0.84 -0.253
O 1.91145 -2.73833 -6.88733 0.65 -0.53 0.39 -0.260
N -0.71407 -2.58521 -7.10745 2.11 0.38 -0.26 -0.269
S -0.81321 -3.50490 -5.84320 -1.09 0.28 -0.19 0.545
O 0.05445 -4.63532 -5.87034 0.37 -0.92 0.36 -0.279
O -0.96338 -2.81032 -4.59567 0.04 0.21 0.65 -0.308
C -2.51808 -4.12197 -6.13201 -0.22 -0.79 2.62 -0.714
F -3.44713 -3.19082 -6.20069 -0.21 1.02 0.25 0.148
F -2.66885 -4.89696 -7.12525 0.29 -1.39 -2.54 0.212
F -2.79417 -4.90888 -5.02245 0.18 0.75 -0.22 0.070
C -1.76202 -6.12296 1.75159 -1.09 0.39 -0.20 -0.692
F -1.42214 -6.89392 0.74167 0.83 -0.14 -0.79 0.158
F -3.08402 -6.01883 1.71895 -0.24 0.23 0.16 0.150
F -1.43785 -6.74682 2.86907 0.59 -0.33 0.72 0.131
S -1.07663 -4.39591 1.72397 -1.36 1.85 -2.23 0.586
O -1.50759 -3.81902 2.95364 0.38 -0.36 0.90 -0.269
O 0.32687 -4.43577 1.39432 -0.12 -0.73 0.26 -0.312
N -1.85255 -3.73740 0.46487 1.43 -1.20 0.71 -0.291
S -3.19670 -2.90791 0.53198 2.06 -0.20 1.51 0.588
O -3.96890 -3.17433 1.72063 -0.34 0.64 -1.02 -0.273
O -2.89343 -1.55262 0.12173 -0.82 -0.22 0.22 -0.304
C -3.99877 -3.61214 -0.91204 -2.48 -1.30 -0.16 -0.715
F -3.31197 -3.70118 -2.00822 1.33 0.15 -0.58 0.183
F -4.55586 -4.83005 -0.68772 0.75 0.44 0.42 0.128
F -5.02186 -2.79711 -1.14605 -0.84 0.81 -0.23 0.121
C 3.35385 4.23415 0.79489 0.46 -0.39 -0.49 -0.734
F 3.70489 3.92775 2.03029 0.09 -0.23 1.21 0.132
F 2.04921 4.12488 0.68200 -1.17 -0.42 -0.13 0.147
F 3.66822 5.48927 0.58339 0.38 0.75 -0.41 0.173
S 4.31459 3.05611 -0.25876 -1.84 -0.31 1.99 0.564
O 5.62232 3.53093 0.02168 1.80 0.08 -0.44 -0.274
O 3.97858 1.74433 0.29461 0.29 0.47 -0.61 -0.319
N 3.65735 3.39182 -1.61945 0.48 -0.41 -1.67 -0.276
S 4.09546 2.61421 -2.96154 -1.55 -0.92 1.61 0.578
O 4.83473 1.40981 -2.71394 0.38 0.15 -0.08 -0.282
O 2.93156 2.52589 -3.79860 0.33 0.26 -0.36 -0.287
C 5.19718 3.79110 -3.76218 0.13 -0.08 -1.98 -0.611
F 5.49954 3.24739 -5.04726 -0.58 1.26 1.96 0.048
F 4.48743 4.92758 -3.88366 1.06 -0.54 -0.42 0.132
F 6.33790 3.99137 -3.14030 -0.41 0.09 -0.14 0.180
```
Forces are in eV/Å.